1.
A molecular structure, C12H17AsBrNOS4W, computed with wB97M-V/def2-TZVPD.

Total charge: +2
E_LUMO, eV: -9.55
Spin multiplicity: 1
Relative energy (zero: lowest compared OMol25 entry of this formula, charge and spin), kJ/mol: 170.9

Each line ends with the Löwdin charge.
Element x y z (Å)
1 W -0.43 -0.12 0.32  0.8314
2 S -2.40 -0.64 1.50  0.2767
3 As -0.69 -1.64 2.52  -0.1985
4 S 0.57 0.27 2.38  0.2325
5 S -0.12 -2.41 0.46  0.2916
6 S -0.73 -2.75 4.17  0.2822
7 C -1.44 -0.06 -4.93  -0.0205
8 C -0.06 0.21 -4.29  -0.6032
9 C 0.43 1.62 -4.67  -0.0166
10 C 0.96 -0.85 -4.74  -0.0167
11 C -0.18 0.16 -2.85  0.0136
12 C -0.30 0.08 -1.63  -0.1983
13 H -1.33 -0.05 -6.01  0.1028
14 H -2.16 0.70 -4.64  0.0919
15 H -1.82 -1.04 -4.64  0.0969
16 H 0.51 1.67 -5.76  0.1060
17 H 1.41 1.83 -4.24  0.0913
18 H -0.27 2.39 -4.35  0.0920
19 H 1.02 -0.83 -5.83  0.1041
20 H 0.66 -1.85 -4.43  0.0965
21 H 1.95 -0.64 -4.34  0.0921
22 C 2.97 0.53 -0.29  -0.0982
23 O 1.86 -0.40 -0.20  -0.3982
24 H 3.87 -0.03 -0.54  0.1116
25 H 3.11 1.01 0.67  0.0763
26 H 2.78 1.25 -1.08  0.0700
27 H 2.13 -1.30 -0.39  0.0753
28 Br 0.60 2.76 0.22  0.9654
29 C -1.27 2.79 -0.02  -0.6740
30 C -1.96 3.98 -0.15  -0.0394
31 C -3.32 3.88 -0.43  0.0184
32 C -3.90 2.63 -0.59  0.0100
33 C -3.13 1.51 -0.42  -0.1474
34 N -1.82 1.59 -0.10  -0.2208
35 H -1.46 4.93 -0.04  0.1310
36 H -3.91 4.78 -0.54  0.1397
37 H -4.94 2.53 -0.85  0.1356
38 H -3.54 0.51 -0.54  0.0968

=====

2.
2 unconnected molecules or ions with the total composition C5H13NOS, computed with wB97M-V/def2-TZVPD.

Total charge: -1
E_LUMO (alpha / beta), eV: 3.34 / 3.52
Expectation value of S²: 0.7506
Spin multiplicity: 2
Relative energy (zero: lowest compared OMol25 entry of this formula, charge and spin), kJ/mol: 36.3

Each line ends with the Mulliken spin population.
Element x y z (Å)
1 C 0.06 2.29 1.52  0.2446
2 C 1.27 2.42 0.61  0.5759
3 O 1.39 3.45 -0.01  -0.3096
4 N 2.02 1.32 0.40  0.6070
5 H 0.18 3.09 2.24  -0.0697
6 H -0.03 1.32 2.01  -0.1322
7 H 2.54 1.27 -0.46  -0.2174
8 H 1.99 0.44 0.91  -0.2917
9 H -0.77 2.45 0.84  0.0489
10 C -0.97 -1.68 0.64  0.6455
11 C -2.20 -0.81 0.57  0.3451
12 C -0.37 -1.38 -2.11  0.7024
13 S -0.38 -2.64 -0.81  -0.6142
14 H -0.08 -1.09 0.91  0.2533
15 H -0.93 -2.47 1.40  -0.2812
16 H -2.04 0.26 0.42  -0.0019
17 H -2.72 -0.86 1.53  -0.1094
18 H -1.42 -1.17 -2.34  -0.0706
19 H 0.10 -0.47 -1.74  -0.0878
20 H 0.10 -1.81 -2.99  -0.0783
21 H -2.92 -1.24 -0.12  -0.1587

=====

3.
A molecular structure, C34H37BFN7O4S6V, computed with wB97M-V/def2-TZVPD.

E_LUMO (alpha / beta), eV: -0.68 / -0.37
Expectation value of S²: 0.7745
Spin multiplicity: 2
Relative energy (zero: lowest compared OMol25 entry of this formula, charge and spin), kJ/mol: 121.4

Each line ends with the Mulliken spin population.
Element x y z (Å)
1 V 1.65 0.03 -0.38  1.2324
2 C -0.14 6.19 4.10  0.0000
3 C -0.28 4.86 4.84  0.0001
4 C -1.48 4.82 5.77  0.0000
5 C -2.78 4.92 4.98  0.0000
6 C -2.82 3.90 3.87  0.0000
7 C -4.02 3.48 3.33  0.0000
8 C -4.04 2.54 2.31  -0.0001
9 F -5.23 2.17 1.81  0.0000
10 C -2.89 1.98 1.82  0.0003
11 C -1.67 2.38 2.36  -0.0010
12 C -0.44 1.76 1.83  -0.0157
13 O -0.51 0.86 1.00  -0.0067
14 C 0.79 2.26 2.40  -0.0004
15 C 0.74 3.22 3.37  0.0008
16 N -0.38 3.75 3.87  -0.0003
17 C -1.63 3.35 3.36  -0.0001
18 C 2.13 1.83 1.97  0.0079
19 O 3.15 2.18 2.50  -0.0047
20 O 2.13 1.01 0.89  -0.0446
21 H -0.08 7.01 4.82  0.0000
22 H -0.98 6.37 3.43  0.0000
23 H 0.77 6.20 3.50  0.0000
24 H 0.62 4.68 5.42  0.0000
25 H -1.40 5.63 6.49  0.0000
26 H -1.47 3.88 6.33  0.0000
27 H -2.89 5.93 4.57  0.0000
28 H -3.64 4.76 5.64  0.0000
29 H -4.95 3.88 3.71  0.0000
30 H -2.91 1.25 1.02  0.0009
31 H 1.67 3.58 3.79  -0.0001
32 C -2.29 -1.57 0.56  -0.0002
33 N -2.32 -0.91 -0.74  -0.0002
34 C -3.40 -0.27 -1.31  -0.0034
35 C -3.00 0.15 -2.53  0.0034
36 N -1.69 -0.24 -2.71  -0.0041
37 B -0.96 -0.17 -4.10  -0.0015
38 N 0.38 0.69 -4.07  -0.0029
39 C 1.14 0.74 -5.22  0.0003
40 C 2.11 1.66 -5.05  -0.0016
41 N 1.95 2.16 -3.77  0.0002
42 C 2.76 3.20 -3.15  0.0010
43 C 0.88 1.56 -3.19  -0.0017
44 S 0.40 1.82 -1.55  -0.0059
45 C -1.29 -0.86 -1.61  0.0019
46 S 0.28 -1.55 -1.31  -0.0458
47 H -3.29 -1.49 0.99  0.0002
48 H -1.57 -1.09 1.21  0.0029
49 H -2.03 -2.62 0.43  -0.0016
50 H -4.34 -0.17 -0.80  -0.0002
51 H -3.54 0.68 -3.30  -0.0002
52 H -1.72 0.40 -4.85  -0.0001
53 H -0.67 -1.29 -4.45  -0.0003
54 H 0.94 0.09 -6.05  0.0000
55 H 2.91 1.98 -5.69  -0.0001
56 H 3.61 3.39 -3.80  -0.0006
57 H 3.12 2.87 -2.18  0.0000
58 H 2.18 4.11 -3.02  0.0001
59 S 5.86 -1.30 -1.22  -0.0102
60 C 4.29 -0.94 -1.00  0.0278
61 S 3.16 -1.77 0.03  -0.0569
62 S 3.42 0.35 -1.79  -0.0788
63 C -1.24 -6.90 -1.74  0.0000
64 C -0.21 -5.90 -2.19  -0.0005
65 C -0.36 -5.19 -3.38  0.0003
66 C 0.58 -4.24 -3.78  0.0007
67 C 1.68 -4.00 -2.99  0.0006
68 C 1.86 -4.70 -1.80  -0.0016
69 C 0.93 -5.65 -1.41  0.0007
70 S 2.72 -2.60 -3.43  0.0008
71 C 4.21 -3.57 -3.68  0.0000
72 O 2.27 -2.15 -4.78  0.0002
73 H -2.06 -6.97 -2.45  0.0000
74 H -1.65 -6.63 -0.76  0.0000
75 H -0.80 -7.90 -1.63  0.0000
76 H -1.23 -5.38 -4.00  0.0000
77 H 0.45 -3.67 -4.69  -0.0001
78 H 2.72 -4.50 -1.17  0.0003
79 H 1.07 -6.20 -0.49  0.0000
80 H 4.00 -4.34 -4.43  -0.0001
81 H 4.51 -4.01 -2.73  0.0002
82 H 4.97 -2.88 -4.03  0.0003
83 N 0.64 -2.80 1.85  -0.0047
84 C -0.07 -3.51 2.75  0.0001
85 C -0.37 -2.65 3.78  0.0008
86 C 0.22 -1.43 3.39  0.0000
87 N 0.83 -1.53 2.21  0.0139
88 H 0.99 -3.12 0.95  -0.0020
89 H -0.30 -4.55 2.59  -0.0001
90 H -0.92 -2.87 4.68  -0.0001
91 H 0.23 -0.49 3.92  0.0000

=====

4.
A molecular structure, C6H21InNO6S2, computed with wB97M-V/def2-TZVPD.

Total charge: -1
E_LUMO, eV: 2.23
Spin multiplicity: 1
Relative energy (zero: lowest compared OMol25 entry of this formula, charge and spin), kJ/mol: 43.0

Each line ends with the Löwdin charge.
Element x y z (Å)
1 N -1.16 2.04 1.77  -0.2828
2 In -3.28 2.13 1.50  0.0566
3 H -0.66 2.86 1.36  -0.0793
4 H -0.74 1.12 1.48  -0.0944
5 H -3.96 3.43 2.59  -0.1852
6 H -3.81 2.40 -0.21  -0.1804
7 H -4.01 0.55 2.08  -0.1820
8 O 0.16 -1.42 1.33  -0.2759
9 S 0.85 -2.69 1.17  0.6234
10 O 0.21 -3.83 0.56  -0.2887
11 O 1.47 -3.14 2.61  -0.2699
12 C 0.60 -3.24 3.73  -0.2757
13 C -0.25 -4.49 3.67  -0.0806
14 C 2.39 -2.40 0.34  -0.1245
15 H -0.02 -2.34 3.81  0.1239
16 H 1.24 -3.28 4.62  0.1213
17 H -0.95 -4.45 2.83  0.0725
18 H -0.82 -4.62 4.59  0.0793
19 H 0.38 -5.38 3.51  0.0811
20 H 2.90 -1.56 0.82  0.0761
21 H 2.17 -2.15 -0.70  0.0688
22 H 2.99 -3.31 0.38  0.0710
23 O 0.81 4.23 -2.34  -0.2895
24 S 0.00 3.36 -3.16  0.6181
25 O -1.40 3.12 -2.88  -0.2796
26 O 0.76 1.93 -3.34  -0.2727
27 C 1.14 1.21 -2.18  -0.2781
28 C -0.05 0.54 -1.53  -0.0647
29 C 0.14 3.90 -4.85  -0.1336
30 H 1.66 1.87 -1.47  0.1174
31 H 1.86 0.45 -2.49  0.1130
32 H -0.75 1.27 -1.12  0.0632
33 H 0.27 -0.11 -0.71  0.0495
34 H -0.60 -0.06 -2.26  0.0909
35 H 1.19 4.05 -5.09  0.0675
36 H -0.41 4.84 -4.95  0.0730
37 H -0.31 3.15 -5.50  0.0714

=====

5.
A molecular structure, C11H12F5N2O3Pd, computed with wB97M-V/def2-TZVPD.

Total charge: -1
E_LUMO, eV: 2.70
Spin multiplicity: 1
Relative energy (zero: lowest compared OMol25 entry of this formula, charge and spin), kJ/mol: 153.9

Each line ends with the Löwdin charge.
Element x y z (Å)
1 Pd -0.57 0.76 -0.06  0.4545
2 C 1.30 -3.89 -3.03  -0.0973
3 O 0.16 -3.26 -2.47  -0.0411
4 C 0.23 -1.99 -1.96  -0.5675
5 O -0.78 -1.42 -1.67  0.0719
6 N 1.52 -1.51 -1.87  -0.0092
7 N 1.71 -0.27 -1.26  0.0203
8 H 0.94 -4.80 -3.51  0.0863
9 H 2.03 -4.17 -2.28  0.0835
10 H 1.77 -3.26 -3.78  0.0899
11 H 2.22 -2.21 -1.66  0.1135
12 H 2.39 0.27 -1.77  0.0764
13 H 1.94 -0.36 -0.27  0.0436
14 C -3.20 2.10 -1.18  -0.1053
15 O -2.07 2.92 -1.41  -0.1797
16 C -0.88 2.38 -1.20  -0.3503
17 C 0.11 3.48 -1.48  -0.1277
18 H -3.76 2.50 -0.34  0.0819
19 H -2.89 1.08 -0.95  0.0448
20 H -3.82 2.12 -2.08  0.0765
21 H -0.36 4.36 -1.93  0.0614
22 H 0.90 3.11 -2.13  0.0542
23 H 0.57 3.76 -0.53  0.0606
24 F 2.02 -0.91 1.62  -0.0159
25 C 0.96 -0.51 2.42  -0.2594
26 C -0.23 -0.16 1.83  -0.1101
27 C -1.20 0.19 2.77  -0.2839
28 F -2.46 0.51 2.39  0.0165
29 C -0.99 0.22 4.13  -0.1691
30 F -1.97 0.57 5.00  0.0720
31 C 0.24 -0.12 4.64  -0.1655
32 F 0.47 -0.10 5.97  0.0792
33 C 1.23 -0.50 3.77  -0.1723
34 F 2.44 -0.86 4.26  0.0672

=====

6.
H4NPSi in the gas phase, computed with wB97M-V/def2-TZVPD.

E_LUMO, eV: -1.71
Spin multiplicity: 1
Relative energy (zero: lowest compared OMol25 entry of this formula, charge and spin), kJ/mol: 129.8
SMILES string: [H]/P=N/[SiH3]

Each line ends with the Löwdin charge.
Element x y z (Å)
1 H 3.11 0.91 -0.02  -0.2020
2 P 2.11 0.00 -0.39  0.7436
3 N 0.54 0.54 0.35  -0.5571
4 Si -1.02 -0.16 0.02  0.3417
5 H -1.16 -1.54 -0.49  -0.1128
6 H -1.74 -0.55 1.22  -0.1115
7 H -1.83 0.80 -0.69  -0.1020

=====

7.
A molecular structure, C9H27FNaO12P3, computed with wB97M-V/def2-TZVPD.

E_LUMO, eV: 0.17
Spin multiplicity: 1
Relative energy (zero: lowest compared OMol25 entry of this formula, charge and spin), kJ/mol: 82.7

Each line ends with the Löwdin charge.
Element x y z (Å)
1 Na -1.44 -0.62 -1.62  0.4353
2 F -2.20 -1.78 -3.45  -0.7355
3 C -2.76 4.14 2.05  -0.0967
4 O -2.73 3.08 1.11  -0.1892
5 P -2.21 1.62 1.46  0.4054
6 O -2.18 0.75 0.29  -0.1998
7 O -3.16 1.12 2.65  -0.2102
8 C -4.43 0.57 2.37  -0.1010
9 O -0.83 1.94 2.21  -0.1978
10 C 0.18 0.95 2.31  -0.0923
11 H -2.16 4.99 1.73  0.0929
12 H -2.33 3.87 3.02  0.0849
13 H -3.79 4.40 2.28  0.0925
14 H -4.47 -0.52 2.43  0.0884
15 H -4.85 0.87 1.41  0.0970
16 H -5.09 0.90 3.18  0.0927
17 H 0.19 0.51 3.31  0.1000
18 H 1.13 1.35 1.99  0.0821
19 H -0.01 0.16 1.58  0.0522
20 C 2.37 1.86 -0.71  -0.0963
21 O 2.42 1.18 -1.96  -0.1997
22 P 1.38 1.53 -3.12  0.3839
23 O -0.04 1.62 -2.73  -0.2168
24 O 1.90 2.86 -3.88  -0.2164
25 C 1.18 3.30 -5.03  -0.0981
26 O 1.63 0.42 -4.20  -0.1995
27 C 1.37 -0.95 -3.83  -0.0692
28 H 2.99 2.76 -0.75  0.0945
29 H 2.64 1.11 0.03  0.0838
30 H 1.40 2.27 -0.41  0.0830
31 H 0.71 4.25 -4.80  0.0916
32 H 0.52 2.53 -5.44  0.0907
33 H 1.89 3.36 -5.86  0.0909
34 H 1.37 -1.16 -2.75  0.0689
35 H 2.17 -1.59 -4.20  0.0899
36 H 0.36 -1.20 -4.17  0.0891
37 C -1.37 -2.55 2.59  -0.0606
38 O -0.39 -3.40 1.96  -0.2181
39 P 0.62 -2.86 0.83  0.4356
40 O 0.03 -2.26 -0.38  -0.2073
41 O 1.61 -1.90 1.65  -0.2304
42 C 2.46 -2.47 2.65  -0.0818
43 O 1.46 -4.21 0.65  -0.1955
44 C 2.12 -4.43 -0.59  -0.1032
45 H -1.15 -2.50 3.66  0.0939
46 H -2.33 -3.05 2.48  0.0973
47 H -1.25 -1.54 2.22  0.0587
48 H 1.94 -3.25 3.21  0.0911
49 H 2.79 -1.70 3.34  0.0909
50 H 3.32 -2.93 2.16  0.0894
51 H 1.75 -3.83 -1.43  0.0825
52 H 2.07 -5.48 -0.86  0.0941
53 H 3.17 -4.10 -0.64  0.0922

=====

8.
2 unconnected molecules or ions with the total composition C4H6FNO2, computed with wB97M-V/def2-TZVPD.

E_LUMO, eV: 0.79
Spin multiplicity: 1
Relative energy (zero: lowest compared OMol25 entry of this formula, charge and spin), kJ/mol: 355.1

Each line ends with the Löwdin charge.
Element x y z (Å)
1 C -0.88 0.80 -0.10  -0.5886
2 C -0.18 -1.61 0.63  -0.0295
3 C 0.13 -0.26 0.10  -0.2643
4 C 1.97 0.71 0.19  -0.0265
5 N -1.83 0.60 -1.00  0.1844
6 O -0.84 1.81 0.54  0.0664
7 O 0.18 -1.34 -0.74  -0.0158
8 F 2.72 -0.11 -0.56  -0.0388
9 H 0.63 -2.04 1.13  0.0931
10 H -1.28 -1.68 0.90  0.1467
11 H 2.37 0.61 1.29  0.1239
12 H 1.57 1.72 -0.11  0.0954
13 H -1.91 -0.36 -1.37  0.1247
14 H -2.67 1.17 -0.91  0.1288

=====

- Look up the relative energy (zero: lowest compared OMol25 entry of this formula, charge and spin) of the sixth one.
  129.8 kJ/mol